[1]
{
  "formula": "C25H44F4N2O29PdS4",
  "method": "ωB97M-V with the def2-TZVPD basis set",
  "elements": ["Pd", "N", "S", "O", "O", "F", "S", "O", "O", "F", "N", "S", "O", "O", "F", "S", "O", "O", "F", "C", "C", "O", "C", "O", "O", "H", "H", "H", "H", "C", "C", "O", "C", "O", "O", "H", "H", "H", "H", "C", "C", "O", "C", "O", "O", "H", "H", "H", "H", "C", "C", "O", "C", "O", "O", "C", "H", "H", "H", "H", "H", "H", "H", "H", "C", "C", "O", "C", "O", "O", "C", "H", "H", "H", "H", "H", "H", "H", "H", "C", "C", "O", "C", "O", "O", "C", "H", "H", "H", "H", "H", "H", "H", "H", "C", "C", "O", "C", "O", "O", "C", "H", "H", "H", "H", "H", "H", "H", "H"],
  "positions_angstrom": [[-1.26, -4.12, 14.35], [-0.48, -4.71, 16.22], [-0.04, -6.15, 16.80], [-0.78, -6.67, 17.88], [1.36, -6.37, 16.64], [-0.62, -6.99, 15.54], [0.24, -3.68, 17.34], [1.52, -3.23, 16.96], [-0.09, -4.03, 18.67], [-0.70, -2.45, 17.05], [-2.86, -2.60, 14.20], [-3.53, -1.64, 13.06], [-3.92, -0.33, 13.40], [-4.38, -2.35, 12.17], [-2.20, -1.44, 12.24], [-3.92, -2.47, 15.41], [-5.10, -3.26, 15.33], [-3.93, -1.24, 16.15], [-3.00, -3.34, 16.42], [-5.37, 1.73, 16.58], [-6.41, 1.95, 15.45], [-7.65, 1.84, 16.14], [-7.46, 1.15, 17.30], [-8.32, 0.68, 17.96], [-6.13, 1.04, 17.57], [-5.01, 2.67, 16.99], [-4.58, 1.10, 16.19], [-6.32, 1.18, 14.69], [-6.30, 2.93, 15.00], [-4.32, -1.50, 9.20], [-5.33, -2.69, 9.12], [-6.57, -2.07, 8.79], [-6.50, -0.74, 9.09], [-7.42, 0.00, 9.03], [-5.23, -0.40, 9.39], [-3.68, -1.41, 8.33], [-3.84, -1.65, 10.16], [-5.38, -3.20, 10.08], [-5.06, -3.45, 8.39], [-6.62, -1.95, 18.40], [-5.55, -2.28, 19.45], [-5.37, -3.69, 19.32], [-6.22, -4.20, 18.42], [-6.32, -5.32, 18.09], [-7.07, -3.23, 17.98], [-6.15, -1.48, 17.54], [-7.42, -1.35, 18.82], [-5.88, -2.00, 20.45], [-4.59, -1.80, 19.24], [-3.63, -9.85, 14.07], [-2.91, -8.52, 14.17], [-3.90, -7.51, 14.36], [-3.62, -6.26, 14.14], [-2.49, -5.82, 13.95], [-4.64, -5.48, 14.18], [-5.99, -5.95, 14.36], [-4.34, -9.90, 13.23], [-4.26, -9.97, 14.95], [-2.94, -10.68, 13.93], [-2.27, -8.36, 13.31], [-2.24, -8.59, 15.02], [-6.06, -6.46, 15.31], [-6.23, -6.70, 13.60], [-6.66, -5.10, 14.30], [-2.56, 2.37, 9.92], [-1.21, 1.75, 10.19], [-0.34, 2.35, 9.22], [0.98, 2.14, 9.36], [1.53, 1.59, 10.27], [1.65, 2.66, 8.35], [1.02, 3.55, 7.43], [-3.39, 1.86, 10.42], [-2.74, 2.57, 8.87], [-2.62, 3.34, 10.43], [-1.33, 0.69, 9.93], [-0.87, 1.90, 11.21], [0.46, 4.29, 8.01], [0.35, 2.99, 6.78], [1.76, 4.07, 6.83], [-1.83, -6.78, 9.64], [-2.24, -5.50, 10.34], [-1.11, -4.70, 10.71], [-0.83, -3.63, 9.97], [-1.37, -3.31, 8.95], [0.18, -2.98, 10.55], [0.41, -1.68, 10.05], [-1.25, -7.39, 10.33], [-1.24, -6.56, 8.75], [-2.70, -7.34, 9.31], [-2.87, -5.71, 11.20], [-2.87, -4.89, 9.69], [1.28, -1.26, 10.55], [-0.36, -0.95, 10.27], [0.70, -1.68, 9.01], [-0.88, 1.18, 16.20], [-0.81, 0.03, 15.22], [0.60, -0.34, 15.13], [0.87, -1.48, 14.58], [0.05, -2.32, 14.25], [2.16, -1.59, 14.38], [2.69, -2.88, 14.02], [-0.44, 2.08, 15.77], [-0.47, 0.89, 17.16], [-1.94, 1.45, 16.35], [-1.06, 0.41, 14.23], [-1.41, -0.82, 15.49], [2.39, -3.62, 14.76], [3.77, -2.78, 14.14], [2.44, -3.10, 12.99]],
  "orbital_gap_ev": [10.28, 6.52],
  "charge": 0,
  "homo_ev": [-10.6, -10.6],
  "relative_energy_kcal_mol": 0.00,
  "spin_multiplicity": 3,
  "s_squared": 2.004,
  "lumo_energy_ev": [-0.37, -4.13]
}

---

[2]
{
  "formula": "C7H24IN6O7",
  "method": "ωB97M-V with the def2-TZVPD basis set",
  "elements": ["I", "C", "C", "O", "O", "H", "H", "H", "H", "H", "H", "C", "C", "O", "O", "H", "H", "H", "H", "H", "H", "C", "O", "N", "N", "H", "H", "H", "H", "C", "O", "N", "N", "H", "H", "H", "H", "C", "O", "N", "N", "H", "H", "H", "H"],
  "positions_angstrom": [[0.03, -0.61, 1.27], [-0.88, -1.64, -4.54], [-0.91, -1.74, -3.03], [-0.68, -0.41, -2.57], [-1.98, -1.08, -5.20], [-0.79, -2.69, -4.83], [0.01, -1.11, -4.88], [-0.15, -2.47, -2.76], [-1.83, -2.08, -2.53], [-0.43, -0.45, -1.65], [-1.72, -0.76, -6.06], [4.47, -0.94, 1.04], [4.18, 0.45, 0.53], [3.11, 0.57, -0.43], [3.85, -1.18, 2.29], [5.54, -1.14, 1.03], [4.15, -1.58, 0.22], [5.02, 0.90, 0.01], [4.08, 1.12, 1.39], [2.51, -0.15, -0.24], [2.93, -1.33, 2.06], [-0.27, 0.93, 5.68], [-0.06, -0.15, 6.12], [-0.24, 1.32, 4.45], [-0.61, 1.93, 6.43], [-0.52, 2.22, 4.09], [0.04, 0.67, 3.72], [-0.71, 2.79, 5.91], [-0.64, 1.87, 7.44], [0.13, 2.72, -2.09], [-0.71, 3.31, -2.70], [1.35, 2.42, -2.36], [-0.14, 2.26, -0.85], [1.58, 2.65, -3.31], [1.77, 1.64, -1.87], [-1.02, 2.57, -0.47], [0.45, 1.68, -0.28], [-4.32, -1.82, -0.17], [-5.35, -2.47, -0.48], [-3.93, -0.81, -0.88], [-3.49, -2.04, 0.79], [-2.99, -0.45, -0.82], [-4.55, -0.50, -1.62], [-3.65, -2.90, 1.29], [-2.61, -1.55, 0.89]],
  "orbital_gap_ev": 8.50,
  "charge": -1,
  "homo_ev": -5.8,
  "relative_energy_kcal_mol": 39.37,
  "lumo_energy_ev": 2.74
}

---

[3]
{
  "formula": "C2H6IN2",
  "method": "ωB97M-V with the def2-TZVPD basis set",
  "elements": ["C", "N", "C", "N", "I", "H", "H", "H", "H", "H", "H"],
  "positions_angstrom": [[-0.46, -1.52, -0.03], [-0.65, -0.13, 0.01], [0.45, 0.70, -0.08], [0.38, 1.98, -0.07], [2.33, -0.20, -0.10], [0.11, -1.91, 0.89], [0.17, -1.80, -0.88], [-1.27, -2.28, 0.09], [-1.70, 0.17, 0.10], [-0.59, 2.37, -0.02], [1.22, 2.60, 0.09]],
  "orbital_gap_ev": 10.53,
  "charge": 1,
  "homo_ev": -14.7,
  "relative_energy_kcal_mol": 13.26,
  "smiles": "C/[NH+]=C(/N)I",
  "lumo_energy_ev": -4.13
}

---

[4]
{
  "formula": "C22H23NO3",
  "method": "ωB97M-V with the def2-TZVPD basis set",
  "elements": ["O", "C", "O", "C", "C", "N", "C", "C", "C", "C", "C", "C", "C", "C", "C", "C", "C", "O", "C", "C", "C", "C", "C", "C", "C", "C", "H", "H", "H", "H", "H", "H", "H", "H", "H", "H", "H", "H", "H", "H", "H", "H", "H", "H", "H", "H", "H", "H", "H"],
  "positions_angstrom": [[-4.48, 3.08, 2.63], [-4.53, 2.71, 1.47], [-4.98, 3.54, 0.49], [-4.17, 1.31, 1.12], [-3.08, 1.10, 0.04], [-2.22, 0.46, 1.06], [-0.89, 1.05, 1.34], [-0.27, 0.37, 2.53], [0.46, -0.87, 1.94], [0.92, -0.46, 0.55], [2.34, 0.13, 0.65], [2.94, 0.44, -0.69], [3.25, 1.77, -1.14], [3.73, 2.00, -2.47], [3.93, 0.91, -3.33], [3.76, -0.37, -2.84], [3.28, -0.61, -1.55], [3.13, -1.90, -1.15], [1.85, -2.35, -1.04], [1.60, -3.61, -1.64], [0.34, -4.21, -1.64], [-0.70, -3.51, -1.10], [-0.51, -2.28, -0.50], [0.76, -1.70, -0.37], [0.05, 0.73, 0.17], [-3.26, 0.56, 2.08], [-5.14, 4.40, 0.94], [-5.07, 0.76, 0.81], [-2.64, 2.03, -0.37], [-3.40, 0.47, -0.83], [-0.93, 2.13, 1.54], [-1.01, 0.06, 3.27], [0.41, 1.07, 3.06], [1.29, -1.22, 2.57], [-0.20, -1.71, 1.89], [3.01, -0.56, 1.20], [2.33, 1.02, 1.28], [3.09, 2.59, -0.50], [3.88, 3.03, -2.83], [4.25, 1.04, -4.35], [3.87, -1.20, -3.50], [2.43, -4.17, -2.06], [0.21, -5.18, -2.11], [-1.68, -3.94, -1.12], [-1.42, -1.79, -0.13], [0.64, 1.65, -0.08], [-0.53, 0.49, -0.70], [-2.94, 1.12, 2.94], [-3.68, -0.36, 2.48]],
  "orbital_gap_ev": 9.24,
  "charge": 0,
  "homo_ev": -8.6,
  "relative_energy_kcal_mol": 41.29,
  "smiles": "O=C(O)C1CN([C@H]2CC[C@]3(Cc4ccccc4Oc4ccccc43)C2)C1",
  "lumo_energy_ev": 0.62
}